A structure of composition C45H55F6N6O6Pb at a distorted geometry. Source: the Open Molecules 2025 dataset; level of theory: the ωB97M-V functional and the def2-TZVPD basis.

Last column: Löwdin charge in e.
Atoms and positions in Å:
Pb -17.52 -2.60 -11.34  1.769
C -14.30 -3.98 -11.23  -0.028
C -15.02 -4.45 -9.99  -0.222
C -14.78 -5.70 -9.49  -0.050
C -15.17 -6.00 -8.20  -0.039
C -15.93 -5.04 -7.45  -0.038
C -16.25 -3.81 -7.93  -0.217
C -17.04 -2.85 -7.07  -0.016
C -15.67 -3.46 -9.18  -0.291
N -15.83 -2.19 -9.69  -0.060
C -15.21 -1.11 -9.37  -0.229
C -14.12 -1.09 -8.39  0.006
C -15.58 0.26 -9.98  -0.252
C -15.40 1.42 -9.09  0.001
N -16.07 0.26 -11.16  0.142
C -16.41 1.53 -11.83  -0.201
C -15.77 2.61 -14.08  -0.316
C -14.39 2.56 -14.65  -0.008
C -16.82 3.33 -14.88  -0.179
C -17.19 4.40 -12.45  -0.098
C -18.13 3.36 -11.83  -0.023
C -17.79 2.08 -11.51  -0.239
C -18.70 1.25 -10.68  -0.043
H -14.36 -4.70 -11.98  0.048
H -13.27 -3.71 -10.99  0.110
H -14.67 -3.08 -11.73  0.057
H -14.32 -6.56 -10.02  0.138
H -14.92 -6.99 -7.81  0.111
H -16.24 -5.48 -6.38  0.172
H -18.03 -3.25 -6.85  0.087
H -17.04 -1.86 -7.46  0.048
H -16.61 -2.79 -6.04  0.105
H -13.73 -2.12 -8.35  0.106
H -14.44 -0.86 -7.33  0.129
H -13.31 -0.35 -8.57  0.116
H -15.55 1.12 -8.06  0.095
H -16.10 2.24 -9.38  0.111
H -14.38 1.77 -9.16  0.106
H -13.63 2.40 -13.87  0.106
H -14.15 3.46 -15.23  0.107
H -14.31 1.71 -15.30  0.089
H -16.46 3.79 -15.81  0.161
H -17.75 5.33 -12.67  0.132
H -19.13 3.74 -11.67  0.120
H -19.64 1.76 -10.55  0.087
H -18.35 1.19 -9.68  0.070
H -18.90 0.18 -11.04  0.069
F -24.41 -6.21 -11.75  0.097
C -23.38 -7.01 -12.08  -0.169
C -22.17 -6.41 -12.08  0.081
C -21.05 -7.07 -12.63  -0.035
C -19.76 -6.39 -12.51  -0.297
O -19.53 -5.30 -12.00  0.028
C -18.74 -7.00 -13.30  -0.032
C -18.88 -8.27 -13.72  0.021
N -19.98 -9.04 -13.69  0.045
C -20.07 -10.30 -14.58  -0.166
C -19.02 -10.35 -15.64  -0.128
C -20.41 -10.09 -16.08  -0.058
C -21.12 -8.38 -13.17  -0.085
C -22.38 -9.01 -13.04  0.077
C -23.47 -8.37 -12.54  -0.181
N -24.72 -8.94 -12.62  -0.148
C -25.12 -9.70 -11.48  -0.137
C -26.62 -9.77 -11.41  -0.103
N -27.17 -10.41 -12.62  0.079
C -26.68 -9.56 -13.83  -0.051
C -25.17 -9.54 -13.83  -0.165
C -17.50 -6.26 -13.24  -0.409
O -17.23 -5.41 -12.45  0.080
O -16.87 -6.59 -14.35  0.164
H -22.02 -5.45 -11.65  0.125
H -18.00 -8.77 -14.15  0.147
H -20.32 -11.16 -13.98  0.143
H -18.48 -11.30 -15.89  0.137
H -18.33 -9.49 -15.83  0.115
H -20.96 -10.83 -16.63  0.104
H -20.58 -9.04 -16.34  0.116
H -22.42 -10.05 -13.36  0.126
H -24.75 -9.25 -10.55  0.153
H -24.57 -10.67 -11.56  0.149
H -27.03 -8.76 -11.39  0.151
H -26.94 -10.36 -10.55  0.150
H -28.17 -10.40 -12.56  0.173
H -26.87 -11.39 -12.69  0.199
H -27.03 -8.50 -13.73  0.159
H -27.13 -10.01 -14.75  0.152
H -24.85 -8.89 -14.63  0.148
H -24.73 -10.54 -13.98  0.140
C -21.30 -2.00 -10.09  -0.072
O -20.12 -2.86 -10.09  -0.237
H -21.95 -2.24 -9.28  0.081
H -21.87 -2.16 -11.00  0.085
H -20.90 -1.02 -10.09  0.058
H -20.26 -3.75 -10.44  0.028
F -15.18 -6.64 -15.65  0.176
C -16.06 -5.78 -15.11  -0.378
F -15.43 -5.06 -14.11  0.118
C -16.46 -4.83 -16.32  -0.488
F -17.24 -5.42 -17.20  0.202
F -15.32 -4.41 -16.93  0.169
F -17.10 -3.68 -16.03  0.152
O -18.69 -0.88 -12.91  -0.119
C -17.57 -0.72 -13.48  -0.692
O -16.62 -1.52 -13.43  -0.092
C -17.25 0.61 -14.16  -0.110
N -18.45 1.45 -14.42  0.130
C -18.19 2.77 -15.14  -0.018
C -16.36 4.01 -13.66  -0.137
C -16.19 1.33 -13.35  -0.135
H -16.81 0.39 -15.11  0.174
H -18.91 1.65 -13.55  0.138
H -19.16 0.90 -14.91  0.192
H -19.00 3.43 -14.86  0.137
H -18.32 2.60 -16.20  0.140
H -16.48 4.65 -11.66  0.122
H -15.67 4.77 -13.95  0.137
H -15.66 2.22 -11.50  0.145
H -15.32 0.69 -13.41  0.146

Calculated values
- LUMO energy: -6.398 eV
- E: -90310.395 eV
- Net charge: +3
- Energy above the lowest of the compared OMol25 structures with the same formula, charge and spin: 0.0 kJ/mol

---

A structure of composition C45H55I2N2NaO5P. Source: the Open Molecules 2025 dataset; level of theory: the ωB97M-V functional and the def2-TZVPD basis.

Last column: Löwdin charge in e.
Atoms and positions in Å:
Na 0.30 -1.26 -0.32  0.258
I -1.87 -0.06 7.59  0.774
C -0.86 0.07 5.76  -0.777
C -0.47 1.30 5.27  -0.277
C 0.17 1.37 4.05  -0.631
I 0.86 3.25 3.43  0.955
C 0.43 0.24 3.20  -0.503
O 0.89 0.32 2.03  -0.089
C 0.08 -1.01 3.82  -0.162
C 0.41 -2.27 3.07  -0.164
N -0.45 -2.44 1.89  -0.041
C -0.84 -3.80 1.63  -0.161
C -1.65 -3.92 0.36  -0.244
C -2.36 -5.07 0.06  -0.029
C -3.03 -5.14 -1.15  -0.077
C -2.96 -4.07 -2.02  -0.063
C -2.23 -2.96 -1.63  -0.105
N -1.60 -2.88 -0.46  0.118
C -0.55 -1.08 5.04  -0.140
H -0.65 2.20 5.84  0.069
H 0.31 -3.13 3.74  0.114
H 1.46 -2.22 2.75  0.108
H -1.26 -1.84 1.98  0.105
H -1.41 -4.26 2.46  0.123
H 0.07 -4.41 1.51  0.125
H -2.38 -5.90 0.76  0.109
H -3.59 -6.03 -1.42  0.101
H -3.45 -4.09 -2.99  0.098
H -2.12 -2.09 -2.28  0.113
H -0.81 -2.06 5.45  0.094
O 2.42 -1.87 0.18  -0.028
C 3.21 -2.48 -0.84  -0.312
C 2.32 -2.62 -2.16  -0.628
O 2.99 -2.91 -3.16  0.007
O 1.09 -2.44 -2.03  -0.017
C 4.40 -1.56 -1.09  -0.131
C 5.56 -1.69 -0.34  -0.025
C 6.60 -0.78 -0.47  -0.089
C 6.49 0.28 -1.36  -0.104
C 5.33 0.41 -2.12  -0.085
C 4.30 -0.50 -1.99  -0.008
C 3.62 -3.88 -0.42  -0.142
C 3.13 -4.45 0.75  -0.019
C 3.50 -5.74 1.12  -0.091
C 4.36 -6.47 0.33  -0.111
C 4.85 -5.91 -0.85  -0.083
C 4.49 -4.63 -1.22  -0.023
H 2.99 -1.53 0.88  0.116
H 5.66 -2.52 0.36  0.118
H 7.49 -0.89 0.13  0.095
H 7.30 0.99 -1.47  0.093
H 5.24 1.23 -2.83  0.096
H 3.41 -0.40 -2.60  0.123
H 2.44 -3.88 1.36  0.091
H 3.10 -6.16 2.04  0.095
H 4.65 -7.48 0.62  0.091
H 5.52 -6.48 -1.48  0.096
H 4.84 -4.19 -2.15  0.120
O -0.98 0.36 -1.08  -0.324
P -1.27 1.76 -0.64  0.817
C -2.13 1.78 0.97  -0.320
C -3.02 0.55 1.17  -0.184
C -3.42 0.46 2.65  -0.163
C -4.02 1.79 3.18  -0.175
C -4.17 2.83 2.07  -0.205
C -2.84 3.10 1.36  -0.181
C -2.30 2.62 -1.89  -0.340
C -1.68 2.42 -3.30  -0.183
C -2.74 2.50 -4.41  -0.195
C -3.85 3.46 -4.02  -0.208
C -4.63 2.91 -2.82  -0.187
C -3.73 2.08 -1.89  -0.187
C 0.26 2.70 -0.39  -0.344
C 1.34 2.32 -1.42  -0.178
C 2.57 3.19 -1.20  -0.173
C 2.26 4.68 -1.44  -0.187
C 0.76 4.98 -1.40  -0.201
C 0.10 4.23 -0.24  -0.194
H -1.28 1.64 1.65  0.083
H -2.49 -0.34 0.85  0.090
H -3.91 0.61 0.54  0.101
H -2.52 0.23 3.22  0.089
H -4.11 -0.36 2.81  0.110
H -3.38 2.19 3.97  0.107
H -4.99 1.61 3.63  0.102
H -4.56 3.77 2.48  0.109
H -4.91 2.48 1.35  0.103
H -2.19 3.67 2.03  0.091
H -3.03 3.74 0.49  0.089
H -2.33 3.68 -1.65  0.110
H -1.17 1.46 -3.34  0.109
H -0.93 3.19 -3.47  0.094
H -3.17 1.51 -4.58  0.114
H -2.27 2.79 -5.35  0.107
H -4.53 3.65 -4.86  0.103
H -3.41 4.43 -3.77  0.110
H -5.46 2.29 -3.17  0.107
H -5.08 3.74 -2.26  0.105
H -3.71 1.03 -2.20  0.124
H -4.15 2.09 -0.88  0.082
H 0.61 2.30 0.57  0.057
H 0.98 2.44 -2.45  0.105
H 1.59 1.26 -1.30  0.108
H 3.39 2.86 -1.84  0.094
H 2.91 3.04 -0.17  0.119
H 2.66 5.00 -2.41  0.102
H 2.76 5.29 -0.69  0.105
H 0.29 4.68 -2.34  0.093
H 0.59 6.05 -1.30  0.107
H -0.95 4.52 -0.16  0.085
H 0.56 4.55 0.69  0.058

Calculated values
- LUMO energy: 1.957 eV
- E: -90689.611 eV
- Net charge: -1
- Energy above the lowest of the compared OMol25 structures with the same formula, charge and spin: 0.0 kJ/mol

---

A structure of composition C45H55N2OS4SbTeZr at a distorted geometry. Source: the Open Molecules 2025 dataset; level of theory: the ωB97M-V functional and the def2-TZVPD basis.

Last column: Löwdin charge in e.
Atoms and positions in Å:
Zr 0.07 0.55 0.02  0.962
S 0.51 2.90 0.87  0.572
C 2.25 2.98 0.83  -0.681
C 2.88 4.19 0.52  -0.097
C 4.25 4.31 0.58  -0.066
C 5.03 3.23 0.98  -0.070
C 4.43 2.03 1.29  -0.101
C 3.05 1.89 1.19  -0.538
S 2.32 0.30 1.59  0.938
C 3.09 -0.70 0.24  -0.377
C 2.13 -1.66 -0.41  -0.379
C 2.66 -2.73 -1.09  -0.021
C 1.80 -3.62 -1.77  -0.054
C 0.44 -3.41 -1.66  -0.028
C -0.05 -2.35 -0.91  -0.361
C -1.49 -2.08 -0.86  -0.298
S -1.80 -0.30 -1.61  0.789
C -0.76 -0.54 -3.04  -0.551
C -1.32 -1.34 -4.03  -0.111
C -0.62 -1.65 -5.18  -0.066
C 0.66 -1.16 -5.35  -0.060
C 1.23 -0.37 -4.37  -0.112
C 0.54 -0.04 -3.20  -0.667
S 1.39 1.01 -2.08  0.581
N 0.79 -1.43 -0.31  -0.143
H 2.26 5.03 0.24  0.104
H 4.72 5.25 0.33  0.110
H 6.11 3.33 1.07  0.109
H 5.03 1.19 1.60  0.111
H 3.93 -1.25 0.67  0.092
H 3.46 0.02 -0.50  0.068
H 3.72 -2.87 -1.14  0.119
H 2.20 -4.45 -2.33  0.105
H -0.26 -4.08 -2.14  0.120
H -1.91 -1.99 0.14  0.010
H -2.06 -2.80 -1.46  0.094
H -2.32 -1.72 -3.88  0.109
H -1.09 -2.26 -5.94  0.108
H 1.23 -1.38 -6.24  0.111
H 2.23 0.02 -4.49  0.105
C -0.04 -1.85 2.91  0.008
C -1.20 -1.10 2.34  -0.665
O -2.41 -1.61 2.64  -0.300
N -1.20 -0.08 1.59  -0.237
Te -3.53 -0.30 1.56  1.969
C -5.47 -0.99 2.31  -0.291
C -5.84 -2.11 3.04  -0.295
C -4.86 -3.19 3.40  -0.045
C -7.16 -2.25 3.47  0.000
C -8.12 -1.30 3.18  -0.254
C -9.53 -1.44 3.67  -0.036
C -7.76 -0.22 2.38  -0.002
C -6.46 -0.07 1.93  -0.309
C -6.15 1.10 1.03  -0.087
C -3.43 1.33 2.90  -0.286
C -3.66 1.24 4.27  -0.249
C -4.11 -0.02 4.93  -0.032
C -3.46 2.38 5.04  0.015
C -3.02 3.57 4.47  -0.244
C -2.78 4.78 5.31  -0.033
C -2.79 3.62 3.10  0.015
C -3.00 2.52 2.31  -0.301
C -2.76 2.55 0.83  -0.171
H -0.41 -2.74 3.42  0.095
H 0.49 -1.21 3.61  0.090
H 0.64 -2.14 2.11  0.070
H -3.97 -3.11 2.78  0.050
H -5.31 -4.17 3.25  0.091
H -4.58 -3.12 4.45  0.094
H -7.43 -3.12 4.05  0.127
H -9.60 -2.19 4.44  0.080
H -10.18 -1.72 2.84  0.092
H -9.89 -0.49 4.06  0.086
H -8.50 0.51 2.11  0.125
H -7.07 1.59 0.74  0.095
H -5.64 0.76 0.12  0.058
H -5.53 1.83 1.55  0.067
H -3.61 -0.89 4.50  0.055
H -5.18 -0.15 4.79  0.092
H -3.91 0.01 6.00  0.093
H -3.64 2.34 6.10  0.125
H -2.95 4.57 6.36  0.080
H -3.45 5.58 4.99  0.091
H -1.76 5.13 5.18  0.090
H -2.43 4.54 2.67  0.129
H -2.50 3.56 0.52  0.061
H -3.63 2.21 0.27  0.057
H -1.91 1.89 0.59  -0.062
C -4.14 2.08 -3.06  -0.204
C -3.38 3.34 -2.68  -0.418
Sb -1.25 2.97 -2.20  1.374
C -0.81 5.12 -2.10  -0.404
C -1.09 5.76 -0.75  -0.215
C -0.58 2.79 -4.30  -0.410
C -1.12 3.82 -5.28  -0.179
H -5.18 2.33 -3.26  0.070
H -4.13 1.35 -2.25  0.018
H -3.72 1.62 -3.95  0.064
H -3.84 3.81 -1.82  0.038
H -3.40 4.05 -3.50  0.038
H -1.44 5.59 -2.86  0.043
H 0.23 5.25 -2.38  0.055
H -2.15 5.74 -0.53  0.060
H -0.76 6.80 -0.76  0.072
H -0.56 5.24 0.04  -0.003
H -0.85 1.79 -4.63  0.036
H 0.51 2.84 -4.28  0.040
H -2.19 3.70 -5.41  0.059
H -0.64 3.67 -6.25  0.074
H -0.90 4.83 -4.95  0.055

Calculated values
- Expectation value of S²: 0.772
- Spin multiplicity: 2
- LUMO energy (spin up / spin down): -2.960 / -2.970 eV
- E: -111033.127 eV
- Net charge: +1
- Energy above the lowest of the compared OMol25 structures with the same formula, charge and spin: 251.0 kJ/mol

---

A structure of composition C45H57CoN5. Source: the Open Molecules 2025 dataset; level of theory: the ωB97M-V functional and the def2-TZVPD basis.

Last column: Löwdin charge in e.
Atoms and positions in Å:
Co 0.06 -0.33 0.23  0.555
C -4.70 0.45 4.38  -0.086
C -3.86 1.59 3.79  -0.197
C -3.23 1.20 2.48  -0.143
C -3.76 1.29 1.24  -0.147
C -5.06 1.92 0.83  -0.185
C -4.84 3.31 0.21  -0.088
C -2.78 0.72 0.34  -0.252
N -1.65 0.35 1.01  0.076
C -1.92 0.58 2.32  -0.228
C -1.12 0.20 3.38  0.057
C 0.10 -0.45 3.26  -0.216
C 0.89 -0.89 4.39  -0.132
C 0.50 -0.81 5.83  -0.196
C 0.86 0.54 6.46  -0.089
C 2.03 -1.41 3.87  -0.130
C 1.90 -1.29 2.42  -0.217
C 2.85 -1.73 1.53  0.046
C 2.70 -1.74 0.15  -0.226
N 1.59 -1.35 -0.51  0.078
C 1.89 -1.50 -1.83  -0.206
C 1.02 -1.24 -2.87  0.064
C -0.27 -0.77 -2.74  -0.215
N -0.86 -0.43 -1.57  0.083
C -2.12 -0.04 -1.90  -0.257
C -3.02 0.51 -1.01  0.023
C -2.35 -0.15 -3.32  -0.136
C -1.18 -0.59 -3.86  -0.130
C -0.87 -0.90 -5.29  -0.190
C -1.03 -2.39 -5.62  -0.081
C -3.62 0.21 -4.03  -0.194
C -4.70 -0.87 -3.90  -0.085
C 3.23 -2.02 -2.01  -0.125
C 3.74 -2.18 -0.77  -0.126
C 5.08 -2.71 -0.37  -0.186
C 5.03 -4.18 0.09  -0.082
C 3.86 -2.37 -3.33  -0.187
C 3.42 -3.76 -3.82  -0.081
N 0.72 -0.70 2.08  0.089
C 3.17 -2.06 4.59  -0.191
C 3.06 -3.59 4.58  -0.084
H -5.14 0.74 5.34  0.070
H -5.50 0.17 3.70  0.073
H -4.08 -0.44 4.54  0.074
H -4.49 2.47 3.64  0.104
H -3.08 1.88 4.50  0.102
H -5.58 1.29 0.12  0.110
H -5.71 2.02 1.70  0.105
H -4.24 3.23 -0.70  0.053
H -5.79 3.79 -0.05  0.072
H -4.31 3.96 0.91  0.074
H -1.49 0.36 4.38  0.103
H -0.57 -0.98 5.93  0.106
H 1.00 -1.61 6.38  0.105
H 0.38 1.36 5.92  0.070
H 0.55 0.58 7.50  0.068
H 1.94 0.71 6.42  0.074
H 3.79 -2.10 1.94  0.107
H 1.38 -1.44 -3.88  0.105
H -4.00 0.78 -1.40  0.106
H -1.53 -0.31 -5.94  0.100
H 0.15 -0.58 -5.52  0.106
H -2.07 -2.70 -5.50  0.068
H -0.73 -2.60 -6.65  0.070
H -0.42 -3.00 -4.96  0.068
H -4.00 1.15 -3.64  0.102
H -3.41 0.38 -5.09  0.100
H -4.92 -1.08 -2.85  0.070
H -5.63 -0.56 -4.40  0.069
H -4.37 -1.81 -4.36  0.069
H 5.77 -2.62 -1.21  0.102
H 5.50 -2.10 0.44  0.107
H 4.70 -4.82 -0.73  0.066
H 6.00 -4.53 0.43  0.070
H 4.31 -4.30 0.91  0.064
H 3.59 -1.62 -4.07  0.106
H 4.94 -2.34 -3.23  0.102
H 2.34 -3.80 -3.93  0.066
H 3.88 -4.00 -4.79  0.070
H 3.71 -4.53 -3.10  0.066
H 4.12 -1.76 4.15  0.107
H 3.18 -1.71 5.63  0.103
H 3.02 -3.97 3.56  0.064
H 3.92 -4.05 5.08  0.070
H 2.15 -3.92 5.09  0.075
C -0.78 3.82 0.57  0.024
N -1.06 3.86 -0.90  -0.152
C -0.52 5.09 -1.52  -0.002
C -0.58 2.56 -1.56  -0.101
C 0.89 2.32 -1.38  -0.293
C 1.80 2.90 -2.27  -0.084
C 3.16 2.79 -2.03  -0.113
C 3.58 2.12 -0.88  -0.100
C 2.64 1.51 -0.05  -0.124
C 1.25 1.52 -0.29  -0.088
H -1.00 4.80 1.00  0.100
H 0.26 3.56 0.72  0.097
H -1.40 3.05 1.03  0.090
H -2.07 3.86 -1.01  0.147
H 0.54 5.16 -1.31  0.103
H -1.05 5.95 -1.11  0.099
H -0.67 5.04 -2.60  0.101
H -0.90 2.59 -2.60  0.140
H -1.12 1.80 -1.01  0.065
H 1.46 3.41 -3.18  0.102
H 3.88 3.20 -2.73  0.091
H 4.64 2.06 -0.65  0.093
H 3.02 0.99 0.83  0.080

Calculated values
- Expectation value of S²: 0.759
- Spin multiplicity: 2
- LUMO energy (spin up / spin down): -0.284 / -0.257 eV
- E: -92668.739 eV
- Energy above the lowest of the compared OMol25 structures with the same formula, charge and spin: 23.3 kJ/mol

---

- Which of these has the lowest E?
  C45H55N2OS4SbTeZr

---

- Among the records above, which one has the highest energy above the lowest of the compared OMol25 structures with the same formula, charge and spin?
  C45H55N2OS4SbTeZr